[1]
{"formula": "C3H5ClN2S", "method": "ωB97M-V/def2-TZVPD", "elements": ["Cl", "S", "N", "N", "C", "C", "C", "H", "H", "H", "H", "H"], "xyz": [[3.89, -0.28, 0.05], [-0.87, 1.84, 0.15], [2.29, 0.64, -0.26], [0.48, -0.89, 0.07], [-1.67, 0.29, -0.23], [1.17, 0.10, -0.04], [-0.91, -0.95, 0.32], [-1.31, -1.85, -0.16], [-1.77, 0.21, -1.32], [-2.66, 0.29, 0.22], [2.44, 1.63, -0.19], [-1.07, -1.03, 1.40]], "charge": 0, "mol_weight_g_mol": 136.61, "e_lumo_ev": [-1.95, -1.97], "relative_energy_kcal_mol": 64.2}



[2]
{"formula": "C3H5ClNOP", "method": "ωB97M-V/def2-TZVPD", "elements": ["Cl", "P", "O", "N", "C", "C", "C", "H", "H", "H", "H", "H"], "xyz": [[2.88, -1.03, -1.16], [2.17, -0.24, 0.45], [3.03, -0.47, 1.58], [0.30, -1.18, 0.54], [-2.14, -1.94, 0.76], [-0.84, -1.54, 0.70], [1.47, 1.39, 0.06], [-2.46, -2.68, 1.44], [1.79, 2.11, 0.78], [-2.68, -1.85, -0.15], [0.48, 1.11, -0.06], [1.69, 1.78, -0.93]], "charge": 0, "mol_weight_g_mol": 137.51, "smiles": "C=C=N[P@@](C)(=O)Cl", "e_lumo_ev": 0.21, "relative_energy_kcal_mol": 37.2}



[3]
{"formula": "C3H5ClO", "method": "ωB97M-V/def2-TZVPD", "elements": ["Cl", "O", "C", "C", "C", "H", "H", "H", "H", "H"], "xyz": [[0.16, 2.23, -1.96], [-0.70, -0.04, -0.02], [-0.96, -0.61, 1.23], [0.55, -0.09, -0.48], [0.97, 0.66, -1.59], [-0.93, -1.68, 1.25], [2.02, 0.79, -1.86], [1.25, -0.86, -0.11], [-1.99, -0.13, 1.44], [-0.37, -0.28, 2.11]], "charge": 0, "mol_weight_g_mol": 92.53, "smiles": "CO/C=C\\Cl", "e_lumo_ev": 0.81, "relative_energy_kcal_mol": 40.4}



[4]
{"formula": "C3H5ClO", "method": "ωB97M-V/def2-TZVPD", "elements": ["Cl", "O", "C", "C", "C", "H", "H", "H", "H", "H"], "xyz": [[2.59, 0.47, -0.05], [1.10, -1.68, -0.02], [1.03, -0.31, 0.08], [-0.40, 0.40, -0.56], [-0.08, 0.29, 0.92], [-0.01, 1.36, -0.95], [-1.15, -0.12, -1.20], [1.06, -2.06, -1.01], [-0.60, -0.39, 1.54], [0.24, 1.20, 1.52]], "charge": 0, "mol_weight_g_mol": 92.52, "e_lumo_ev": [0.77, -2.65], "relative_energy_kcal_mol": 64.7, "multiplicity": 3}



[5]
{"formula": "C3H5ClOS2", "method": "ωB97M-V/def2-TZVPD", "elements": ["Cl", "S", "S", "O", "C", "C", "C", "H", "H", "H", "H", "H"], "xyz": [[0.90, -2.24, -0.21], [1.66, 2.32, -0.29], [2.44, -0.79, -0.09], [-0.03, 0.64, 0.50], [2.28, 0.79, -0.12], [-1.93, -0.80, 0.37], [-0.85, 0.07, -0.13], [-2.93, -0.51, 0.23], [-1.88, -1.84, -0.07], [-0.74, 0.31, -1.20], [2.99, 3.04, -0.40], [-1.90, -0.99, 1.41]], "charge": 0, "mol_weight_g_mol": 156.66, "e_lumo_ev": 0.00, "relative_energy_kcal_mol": 57.9}



[6]
{"formula": "C3H5ClS", "method": "ωB97M-V/def2-TZVPD", "elements": ["Cl", "S", "C", "C", "C", "H", "H", "H", "H", "H"], "xyz": [[3.22, -0.56, 0.74], [-0.84, 0.87, 0.58], [-1.66, -0.09, -0.62], [1.76, 0.35, 0.94], [0.70, -0.01, 0.27], [-1.28, 0.15, -1.66], [0.77, -0.61, -0.69], [-1.80, -1.21, -0.42], [1.81, 0.91, 1.76], [-2.69, 0.19, -0.90]], "charge": 0, "mol_weight_g_mol": 108.59, "smiles": "CS/C=C/Cl", "e_lumo_ev": 0.85, "relative_energy_kcal_mol": 17.7}



[7]
{"formula": "C3H5ClS2", "method": "ωB97M-V/def2-TZVPD", "elements": ["Cl", "S", "S", "C", "C", "C", "H", "H", "H", "H", "H"], "xyz": [[1.85, -1.73, -0.19], [-0.43, 1.56, 0.75], [1.82, 2.11, -1.06], [0.76, 1.11, -0.34], [-1.27, 0.00, 1.32], [0.70, -0.68, -1.13], [-0.19, -1.20, -1.38], [1.33, -0.42, -2.12], [-0.76, -1.03, 1.18], [-1.62, 0.18, 2.28], [-2.19, 0.10, 0.70]], "charge": 0, "mol_weight_g_mol": 140.66, "e_lumo_ev": -0.29, "relative_energy_kcal_mol": 49.8}



[8]
{"formula": "C3H5ClS2", "method": "ωB97M-V/def2-TZVPD", "elements": ["Cl", "S", "S", "C", "C", "C", "H", "H", "H", "H", "H"], "xyz": [[2.90, 0.02, -0.12], [-2.34, -1.02, -0.22], [-1.70, 1.76, -0.10], [0.22, -0.07, 0.61], [1.13, 0.42, -0.46], [-1.20, 0.24, 0.15], [-1.57, -2.15, -0.17], [1.02, 1.49, -0.59], [0.28, -1.13, 0.76], [0.94, -0.01, -1.46], [0.30, 0.45, 1.60]], "charge": 0, "mol_weight_g_mol": 140.66, "smiles": "S=C(S)CCCl", "e_lumo_ev": -0.52, "relative_energy_kcal_mol": 3.6}



[9]
{"formula": "C3H5EuO3", "method": "ωB97M-V/def2-TZVPD", "elements": ["Eu", "O", "O", "O", "C", "C", "C", "H", "H", "H", "H", "H"], "xyz": [[-3.67, 1.43, 1.05], [-0.25, -0.79, 0.35], [-1.30, 1.17, 0.18], [0.70, 0.86, -0.71], [1.64, -0.23, -0.89], [-0.33, 0.45, -0.03], [1.03, -1.35, -0.03], [1.67, -0.48, -1.95], [2.62, 0.10, -0.54], [0.84, -2.28, -0.58], [1.59, -1.55, 0.89], [-4.54, 2.68, 2.25]], "charge": 1, "mol_weight_g_mol": 241.03, "e_lumo_ev": [-4.24, -4.07], "relative_energy_kcal_mol": 3.3, "multiplicity": 8}



[10]
{"formula": "C3H5F2P", "method": "ωB97M-V/def2-TZVPD", "elements": ["P", "F", "F", "C", "C", "C", "H", "H", "H", "H", "H"], "xyz": [[-1.48, -1.19, -0.36], [-0.88, 1.34, -1.07], [-1.29, 1.02, 1.02], [-0.68, 0.49, -0.02], [0.73, 0.23, 0.30], [1.75, 0.36, -0.57], [1.33, 0.54, -1.57], [-2.47, -0.97, 0.56], [0.93, -0.02, 1.32], [2.67, -0.11, -0.32], [-0.60, -1.68, 0.71]], "charge": 0, "mol_weight_g_mol": 110.04, "smiles": "C=CC(F)(F)P", "e_lumo_ev": 0.90, "relative_energy_kcal_mol": 49.6}



[11]
{"formula": "C3H5F2P", "method": "ωB97M-V/def2-TZVPD", "elements": ["P", "F", "F", "C", "C", "C", "H", "H", "H", "H", "H"], "xyz": [[-1.67, 0.14, 1.21], [2.04, 1.21, 0.70], [3.10, -0.45, -0.35], [0.77, -0.44, -0.32], [-0.61, 0.29, -0.32], [1.92, 0.04, 0.08], [-1.10, -0.07, -1.25], [-0.59, 1.41, -0.38], [0.70, -1.49, -0.68], [-2.62, 0.55, 0.36], [-1.95, -1.19, 0.95]], "charge": 0, "mol_weight_g_mol": 110.04, "smiles": "FC(F)=CCP", "e_lumo_ev": 0.85, "relative_energy_kcal_mol": 52.1}



[12]
{"formula": "C3H5FN2", "method": "ωB97M-V/def2-TZVPD", "elements": ["F", "N", "N", "C", "C", "C", "H", "H", "H", "H", "H"], "xyz": [[2.08, -0.96, -0.56], [-1.71, -0.31, -0.44], [-0.96, -1.32, 0.05], [-1.12, 0.80, -0.38], [1.70, 0.28, -0.01], [0.50, 0.93, -0.10], [-1.62, -2.13, 0.35], [-1.87, 1.46, -0.76], [2.63, 0.61, 0.47], [0.74, 1.88, 0.58], [-0.36, -1.23, 0.81]], "charge": 0, "mol_weight_g_mol": 88.08, "smiles": "N/N=C\\C=C/F", "e_lumo_ev": 0.73, "relative_energy_kcal_mol": 78.2}



[13]
{"formula": "C3H5FN2S", "method": "ωB97M-V/def2-TZVPD", "elements": ["S", "F", "N", "N", "C", "C", "C", "H", "H", "H", "H", "H"], "xyz": [[-0.45, -1.94, -1.77], [-0.24, 2.28, 1.73], [-1.25, -0.59, -1.00], [0.71, -0.08, 0.21], [-0.61, 0.09, -0.18], [1.39, 0.64, 1.17], [0.99, 1.77, 1.81], [1.17, -0.85, -0.25], [2.37, 0.21, 1.35], [1.59, 2.25, 2.56], [-1.51, -2.33, -2.47], [-1.07, 0.93, 0.29]], "charge": 0, "mol_weight_g_mol": 120.15, "smiles": "F/C=C\\N/C=N\\S", "e_lumo_ev": 0.71, "relative_energy_kcal_mol": 28.7}



[14]
{"formula": "C3H5FO", "method": "ωB97M-V/def2-TZVPD", "elements": ["F", "O", "C", "C", "C", "H", "H", "H", "H", "H"], "xyz": [[-0.16, 1.70, 0.03], [1.96, 0.29, -0.25], [0.88, -0.45, 0.14], [-0.38, 0.25, -0.16], [-1.65, -0.20, -0.16], [0.99, -0.72, 1.24], [1.70, 1.26, -0.24], [0.89, -1.44, -0.37], [-2.37, 0.55, 0.10], [-1.87, -1.26, -0.32]], "charge": 0, "mol_weight_g_mol": 76.07, "smiles": "C=C(F)CO", "e_lumo_ev": 0.79, "relative_energy_kcal_mol": 25.2}



[15]
{"formula": "C3H5FO", "method": "ωB97M-V/def2-TZVPD", "elements": ["F", "O", "C", "C", "C", "H", "H", "H", "H", "H"], "xyz": [[-1.15, -2.00, -0.29], [0.80, 0.78, 0.40], [0.71, 2.07, -0.07], [0.10, -0.08, -0.28], [-0.44, -1.08, 0.33], [0.52, 2.81, 0.75], [-0.20, 2.24, -0.71], [-0.46, -1.11, 1.47], [0.23, 0.05, -1.32], [1.62, 2.36, -0.66]], "charge": 0, "mol_weight_g_mol": 76.07, "smiles": "CO/C=C/F", "e_lumo_ev": 1.06, "relative_energy_kcal_mol": 36.0}



[16]
{"formula": "C3H5FO", "method": "ωB97M-V/def2-TZVPD", "elements": ["F", "O", "C", "C", "C", "H", "H", "H", "H", "H"], "xyz": [[1.61, -0.99, 0.84], [-1.95, 1.10, 0.27], [-0.93, 0.68, -0.13], [0.38, -1.20, 1.39], [-0.01, 0.83, -1.25], [-0.37, 0.19, -2.05], [0.99, 0.51, -0.97], [0.32, -0.84, 2.40], [-0.03, -2.15, 1.11], [0.01, 1.87, -1.60]], "charge": 0, "mol_weight_g_mol": 76.07, "e_lumo_ev": [0.74, 0.57], "relative_energy_kcal_mol": 75.3}



[17]
{"formula": "C3H5FO", "method": "ωB97M-V/def2-TZVPD", "elements": ["F", "O", "C", "C", "C", "H", "H", "H", "H", "H"], "xyz": [[-0.66, 0.85, 1.05], [1.07, 0.77, -1.44], [0.87, -0.07, -0.55], [-0.73, -0.56, 1.03], [-0.32, -0.91, -0.37], [-0.05, -0.96, 1.74], [-1.11, -0.43, -1.05], [-1.73, -0.90, 1.12], [-0.31, -1.99, -0.58], [1.61, -0.20, 0.20]], "charge": 0, "mol_weight_g_mol": 76.07, "smiles": "O=CCCF", "e_lumo_ev": 0.88, "relative_energy_kcal_mol": 15.7}



[18]
{"formula": "C3H5FOS", "method": "ωB97M-V/def2-TZVPD", "elements": ["S", "F", "O", "C", "C", "C", "H", "H", "H", "H", "H"], "xyz": [[0.45, 1.85, -0.38], [-1.62, 0.25, 1.16], [0.33, -0.71, -1.55], [-0.57, -0.93, -0.75], [-0.48, -0.30, 0.73], [0.93, 0.50, 0.73], [-0.41, -1.19, 1.28], [1.51, -0.15, -0.25], [1.56, 1.12, 1.67], [-1.50, -1.46, -0.97], [-0.20, 1.02, -1.68]], "charge": 0, "mol_weight_g_mol": 108.14, "smiles": "O=C[C@H](F)CS", "e_lumo_ev": -0.15, "relative_energy_kcal_mol": 101.6}



[19]
{"formula": "C3H5FS", "method": "ωB97M-V/def2-TZVPD", "elements": ["S", "F", "C", "C", "C", "H", "H", "H", "H", "H"], "xyz": [[-0.39, 1.00, -0.91], [-1.58, 1.50, 1.91], [-1.07, 0.36, 1.76], [0.95, -0.28, -1.56], [-0.41, 0.09, 0.56], [-1.11, -0.21, 2.61], [1.94, 0.11, -1.10], [0.73, -0.36, -2.87], [0.22, -0.72, 0.54], [0.72, -1.49, -0.92]], "charge": 0, "mol_weight_g_mol": 92.14, "e_lumo_ev": 0.68, "relative_energy_kcal_mol": 74.7}



[20]
{"formula": "C3H5FS", "method": "ωB97M-V/def2-TZVPD", "elements": ["S", "F", "C", "C", "C", "H", "H", "H", "H", "H"], "xyz": [[-1.79, -0.99, -0.15], [1.73, 0.74, 1.21], [1.36, -0.17, -0.90], [-0.83, 0.12, 0.84], [1.01, 0.25, 0.25], [2.43, 0.11, -1.10], [0.55, -0.50, -1.61], [-2.28, -0.14, -1.12], [-1.28, 1.08, 0.81], [-0.91, -0.49, 1.77]], "charge": 0, "mol_weight_g_mol": 92.14, "e_lumo_ev": 0.83, "relative_energy_kcal_mol": 48.8}